1.
65
Properties=species:S:1:pos:R:3:forces:R:3:mulliken_charge:R:1 method="wB97M-V/def2-TZVPD" lumo_energy_ev="2.24 / 2.17" e_above_lowest_kj_mol=0.00 spin_multiplicity=8 total_charge=-1
C 2.353 0.126 1.497 -0.087 0.387 -0.637 -0.1718
C 2.363 -0.579 0.279 0.060 0.223 0.283 -1.2423
C 2.051 0.316 -0.763 -0.271 0.235 -0.290 0.0979
H 2.544 -1.645 0.181 -0.031 0.184 -0.065 0.4537
C 1.863 1.609 -0.187 0.161 0.041 0.104 -0.4874
C 2.035 1.485 1.217 0.240 -0.329 -0.449 -1.0611
H 1.447 2.483 -0.693 0.421 -0.052 0.015 0.4100
C -1.467 -1.768 1.929 0.102 0.153 -2.278 -0.6888
C -0.277 -2.358 1.401 -0.804 -0.004 0.386 -0.7086
C -0.365 -2.370 -0.007 -0.411 0.474 -0.050 -0.7143
H 0.573 -2.710 1.989 -0.388 0.064 -0.196 0.3424
C -1.566 -1.724 -0.401 0.264 0.400 1.278 -0.8722
C -2.251 -1.322 0.803 0.909 -1.126 0.415 -1.0904
H 1.931 0.041 -1.808 0.180 0.158 0.103 0.3789
H 1.761 2.217 1.965 0.293 0.097 -0.032 0.3568
H 2.450 -0.318 2.476 0.081 0.128 -0.054 0.5776
H -3.047 -0.589 0.865 -0.453 -0.354 0.029 0.2945
H 0.381 -2.764 -0.688 -0.068 0.031 0.134 0.4019
H -1.685 -1.539 2.944 -0.012 -0.045 0.385 0.6105
Eu -0.403 0.500 0.587 1.174 -1.174 0.192 1.1277
C -2.017 -1.372 -1.785 0.021 0.095 0.088 3.7002
C -3.530 -1.598 -1.789 -0.075 -0.175 -0.622 -1.9670
C -1.297 -2.277 -2.790 -0.361 0.067 -0.223 -2.2378
H -3.724 -2.614 -1.434 -0.045 0.164 0.008 0.4559
H -3.924 -1.466 -2.793 -0.204 -0.049 0.044 0.4937
H -4.024 -0.894 -1.117 -0.012 -0.092 -0.029 0.3274
H -1.478 -3.324 -2.522 0.058 0.145 -0.069 0.4750
H -0.216 -2.106 -2.806 -0.095 0.034 0.120 0.2454
H -1.687 -2.094 -3.792 0.013 -0.074 -0.116 0.4835
C -1.670 0.114 -2.110 -0.158 0.078 -0.774 -0.7524
C -2.202 0.640 -3.458 -0.087 -0.131 -0.216 0.0973
H -0.567 0.230 -2.167 -0.398 -0.102 0.309 -0.1526
H -2.080 0.824 -1.351 0.108 -0.439 -0.334 0.7100
O -3.109 0.128 -4.101 0.438 0.361 0.225 -0.6837
N -1.581 1.765 -3.943 -0.157 0.484 0.017 -0.0145
C -0.418 2.451 -3.395 -0.411 -0.195 0.134 -0.9806
H -1.958 2.122 -4.818 0.094 -0.329 0.335 0.2858
C 0.898 1.863 -3.861 0.238 -0.201 -0.207 0.9005
C 2.079 2.493 -3.471 0.072 -0.017 -0.074 -0.2571
H 2.005 3.382 -2.841 0.183 -0.262 -0.163 0.3448
C 3.317 1.994 -3.866 -0.173 -0.058 -0.122 -0.6094
H 4.229 2.501 -3.548 -0.241 -0.211 -0.079 0.3631
C 3.379 0.850 -4.670 -0.144 0.000 -0.007 -0.4300
H 4.347 0.460 -4.990 -0.277 0.090 0.128 0.3544
C 2.202 0.209 -5.068 -0.176 0.381 0.237 -0.6526
H 2.229 -0.681 -5.696 0.078 0.215 0.170 0.3863
C 0.957 0.719 -4.666 0.352 0.130 0.066 -0.1891
H 0.037 0.233 -4.990 0.264 0.086 0.123 0.3633
H -0.477 2.440 -2.292 0.140 -0.020 -0.388 0.0260
H -0.478 3.512 -3.682 0.012 -0.284 0.021 0.5109
C 1.260 -0.726 6.058 0.366 -0.175 -0.034 -1.5707
C 0.009 0.006 5.579 0.044 -0.125 -0.089 1.9604
C -1.250 -0.724 6.052 -0.251 -0.150 -0.152 -1.6681
C 0.003 1.454 6.065 0.044 0.402 -0.024 -1.6703
C 0.028 0.064 4.121 -0.099 0.596 -0.728 -0.3054
C -0.012 0.325 2.921 -0.518 0.317 2.121 -0.5940
H 1.319 -0.763 7.152 -0.004 -0.017 -0.035 0.3890
H 2.154 -0.222 5.663 -0.197 -0.106 0.174 0.3331
H 1.264 -1.750 5.659 -0.001 0.218 0.175 0.3206
H -1.312 -0.758 7.144 0.017 -0.010 0.029 0.4123
H -2.145 -0.220 5.661 0.193 -0.082 0.127 0.3407
H -1.260 -1.750 5.661 0.015 0.205 0.139 0.3384
H 0.884 1.977 5.667 -0.179 -0.130 0.172 0.3352
H -0.880 1.969 5.664 0.159 -0.112 0.160 0.3561
H 0.001 1.525 7.156 -0.007 -0.013 0.090 0.4110

2.
75
Properties=species:S:1:pos:R:3:forces:R:3:mulliken_charge:R:1 method="wB97M-V/def2-TZVPD" lumo_energy_ev="-4.28 / -4.77" e_above_lowest_kj_mol=415.85 spin_multiplicity=3 total_charge=+1
W -0.139 1.122 0.608 0.380 -1.053 2.792 0.8413
C 4.503 2.365 3.078 -0.102 0.018 -0.102 -0.7598
S 3.672 3.803 2.361 0.090 0.046 0.064 0.0098
C 2.278 3.095 1.602 -0.105 0.071 -0.065 0.5467
S 2.305 1.452 1.038 -0.904 0.127 -0.547 -0.3206
N 1.287 3.888 1.402 0.915 -0.151 0.486 -1.5444
N 0.222 3.308 0.747 0.707 -0.295 0.139 0.7990
C -0.433 4.220 0.150 -0.934 1.043 -0.704 -0.1266
C -1.684 4.028 -0.525 -0.270 0.285 -0.065 0.1158
C -2.164 4.874 -1.455 0.255 0.416 -0.219 -0.5209
C -3.269 4.445 -2.288 -0.177 0.233 -0.128 -0.5228
C -3.635 3.159 -2.308 -0.067 -0.079 0.026 -1.1548
C -2.947 2.163 -1.416 0.668 -0.110 -0.079 0.0616
N -2.438 2.897 -0.262 -0.708 -0.134 0.017 0.5597
H 5.439 2.748 3.479 -0.025 -0.009 0.000 0.3987
H 4.714 1.613 2.321 0.068 0.012 0.044 0.2378
H 3.900 1.949 3.882 0.061 -0.035 -0.019 0.2707
H 0.038 5.196 0.135 -0.290 0.180 0.058 0.5181
H -1.690 5.842 -1.591 0.020 -0.214 -0.186 0.4921
H -3.752 5.160 -2.948 0.059 -0.059 0.147 0.4208
H -4.422 2.805 -2.967 0.093 0.040 0.068 0.4329
H -3.652 1.428 -1.051 -0.204 -0.130 0.093 0.4924
C -3.148 -2.356 0.411 -0.054 -0.037 0.186 -1.3584
C -1.744 -2.765 0.870 -0.187 -0.249 -0.294 0.9721
C -1.791 -4.167 1.491 0.086 -0.009 0.092 -1.6855
C -0.776 -2.693 -0.300 0.050 0.255 0.033 1.0874
C -0.995 -3.619 -1.315 -0.096 -0.048 -0.040 -0.5539
C -0.187 -3.673 -2.428 0.055 -0.034 -0.092 -1.6563
C 0.894 -2.817 -2.503 -0.008 0.031 -0.061 -1.0093
C 1.181 -1.878 -1.511 0.007 0.114 -0.020 0.6218
C 2.501 -1.132 -1.743 -0.140 0.090 0.387 0.4159
C 3.471 -1.274 -0.565 0.066 -0.043 -0.067 -1.3162
C 2.327 0.299 -2.255 0.595 -0.577 -0.672 -0.8804
C 0.292 -1.769 -0.413 0.243 -0.160 0.108 -0.1842
N 0.492 -0.786 0.675 -0.197 -0.170 -0.722 1.1643
C 0.955 -1.311 1.905 0.057 -0.140 -0.134 1.6444
C 1.433 -2.614 2.044 0.086 -0.115 -0.078 -0.6688
C 1.875 -3.095 3.267 0.030 -0.060 -0.006 -0.9889
C 1.872 -2.286 4.395 0.009 -0.051 0.044 -0.6795
C 1.412 -0.982 4.286 0.166 -0.298 0.269 -0.6529
C 0.973 -0.546 3.067 0.144 -0.631 0.094 -0.3450
F 0.496 0.720 3.028 -0.370 1.047 -0.278 -0.2884
H -3.845 -2.313 1.257 0.113 -0.026 -0.129 0.3953
H -3.543 -3.073 -0.316 0.018 0.100 0.069 0.3298
H -3.127 -1.373 -0.062 -0.035 0.119 -0.054 0.0829
H -1.425 -2.091 1.641 0.132 0.426 0.336 0.0138
H -2.198 -4.908 0.798 0.038 0.070 0.070 0.3471
H -2.427 -4.160 2.381 0.062 0.000 -0.099 0.4545
H -0.792 -4.493 1.792 -0.097 -0.003 -0.014 0.3432
H -1.820 -4.321 -1.222 0.127 0.130 -0.009 0.3225
H -0.370 -4.397 -3.214 0.009 0.063 0.060 0.4176
H 1.565 -2.887 -3.354 -0.070 0.003 0.097 0.4101
H 2.974 -1.657 -2.570 0.034 -0.147 -0.018 0.5203
H 3.139 -0.760 0.334 0.006 -0.108 -0.037 0.1372
H 4.454 -0.872 -0.837 -0.143 -0.032 0.046 0.4623
H 3.598 -2.331 -0.313 0.016 0.101 -0.028 0.3117
H 1.717 0.892 -1.630 -0.699 0.675 0.735 -0.1346
H 1.864 0.283 -3.245 0.031 0.006 0.023 0.2535
H 3.294 0.803 -2.333 -0.034 -0.076 -0.039 0.4390
H 1.454 -3.249 1.166 0.009 0.011 0.105 0.6552
H 2.227 -4.118 3.336 -0.014 0.095 -0.017 0.4857
H 2.213 -2.663 5.351 -0.007 0.014 -0.074 0.4270
H 1.378 -0.310 5.137 -0.017 -0.038 -0.087 0.5436
C -0.937 2.158 -3.093 -0.020 -0.064 -0.082 -1.7831
C -1.766 1.345 -2.110 -0.213 0.460 -0.077 1.0502
N -2.218 0.161 -2.771 -0.073 -0.148 0.194 -0.4701
O -0.898 0.935 -1.037 0.211 -0.607 -1.184 -0.5855
H -1.578 2.720 -3.771 0.026 -0.045 -0.005 0.4704
H -0.327 1.469 -3.673 0.043 0.015 0.053 0.5519
H -0.287 2.852 -2.572 0.059 0.126 0.038 0.2638
H -2.696 0.358 -3.641 0.110 -0.027 0.023 0.2836
H -2.775 -0.450 -2.184 -0.029 0.062 -0.051 0.1496
O -1.591 0.306 1.913 0.017 -0.292 -0.225 -0.4315
S -2.903 1.104 1.606 0.069 0.116 0.017 0.0607
N -2.020 2.220 0.836 0.247 -0.095 -0.206 -0.6634

3.
73
Properties=species:S:1:pos:R:3:forces:R:3:mulliken_charge:R:1 method="wB97M-V/def2-TZVPD" lumo_energy_ev=2.11 total_charge=-1
F -1.065 1.115 -1.313 -0.009 -0.040 0.063 -0.9957
C -4.474 -4.888 4.946 0.161 2.030 -1.069 -0.4072
C -3.643 -3.790 4.721 -0.444 -0.140 -0.175 -0.3888
C -3.965 -2.793 3.795 0.511 0.291 -0.280 0.3712
C -5.166 -2.876 3.069 1.278 -0.689 0.197 -0.4952
C -5.967 -3.998 3.240 -0.160 -0.704 0.512 -0.5203
C -5.640 -5.004 4.156 1.880 1.275 1.352 0.5738
O -6.447 -6.040 4.385 -1.675 -1.211 -0.260 -0.5404
O -3.047 -1.750 3.616 -0.663 -0.869 0.407 -0.5536
H -4.097 -5.426 5.804 -0.770 -1.084 -0.195 0.2466
H -2.734 -3.824 5.304 0.231 0.734 -0.180 0.3528
H -5.337 -2.178 2.263 -0.310 0.243 0.148 0.3383
H -6.909 -4.127 2.727 0.000 0.128 -0.258 0.3856
H -6.335 -6.334 5.292 0.080 -0.114 -0.054 0.3068
H -3.010 -1.500 2.690 -0.085 0.144 -0.182 0.3296
C -6.142 7.561 -0.401 2.788 -0.392 -0.913 -0.4988
C -5.948 8.879 0.033 -1.095 -1.416 0.053 -0.5910
C -4.790 9.218 0.673 2.335 -0.206 1.920 0.8367
C -3.648 8.371 0.763 -2.119 -1.263 -1.551 -0.6783
C -3.835 7.090 0.236 1.020 0.319 -0.062 -0.4118
C -4.994 6.679 -0.359 -2.827 0.143 -0.376 0.4673
O -5.137 5.401 -0.896 -0.059 1.208 0.335 -0.5288
O -4.768 10.318 1.506 0.072 0.474 -0.670 -0.5137
H -6.984 7.271 -1.012 -0.245 -0.088 0.325 0.3706
H -6.787 9.560 0.040 0.063 0.206 -0.008 0.3613
H -2.647 8.528 1.138 -0.240 0.853 0.444 0.2878
H -3.004 6.399 0.238 0.177 -0.140 0.086 0.2894
H -4.255 5.073 -1.088 0.154 -0.355 -0.001 0.3233
H -3.872 10.275 1.847 -0.002 0.588 0.413 0.2849
C 4.150 -3.170 1.009 -0.975 -1.326 -2.671 -0.3531
C 4.714 -4.428 0.897 -0.581 0.268 -0.960 -0.5985
C 5.522 -4.821 1.900 1.305 -1.200 2.660 0.5602
C 5.652 -3.964 3.005 0.661 0.053 -0.031 -0.3678
C 5.122 -2.670 3.045 1.509 -1.553 1.870 -0.6148
C 4.355 -2.312 2.016 -1.834 2.791 -1.232 0.5454
O 3.819 -1.038 1.962 0.599 0.116 1.001 -0.5655
O 6.154 -6.089 1.907 -0.750 0.982 -0.721 -0.5440
H 3.505 -2.889 0.190 -0.123 0.286 -0.075 0.2759
H 4.493 -5.031 0.029 0.098 -0.135 0.037 0.4139
H 6.256 -4.300 3.835 0.134 -0.026 0.155 0.2378
H 5.302 -2.005 3.876 -0.002 -0.048 0.074 0.4061
H 3.098 -0.891 1.345 -0.002 -0.531 -0.262 0.3193
H 6.471 -6.328 2.782 -0.084 0.355 0.132 0.2841
C -3.273 -6.467 -4.082 -1.487 -1.815 0.655 -0.7494
C -3.471 -7.763 -3.556 0.807 1.103 -1.341 -0.3089
C -2.957 -8.116 -2.311 -1.734 -1.426 -1.425 0.5129
C -2.353 -7.160 -1.577 0.711 2.035 1.481 -0.5030
C -2.465 -5.792 -1.928 0.628 -1.609 -0.153 -0.6524
C -2.909 -5.503 -3.195 -1.087 3.120 0.338 0.8429
O -3.327 -4.182 -3.515 1.003 -1.448 0.038 -0.5280
O -3.215 -9.383 -1.791 0.746 0.383 0.276 -0.5392
H -3.784 -6.186 -4.991 0.268 0.036 -0.186 0.3387
H -4.013 -8.409 -4.230 0.059 -0.628 0.296 0.2678
H -1.869 -7.391 -0.639 -0.265 -0.203 0.221 0.3808
H -2.258 -5.016 -1.206 0.259 0.004 -0.010 0.3236
H -2.922 -3.601 -2.868 0.048 0.371 0.012 0.3111
H -3.949 -9.787 -2.260 0.057 0.128 -0.199 0.3019
C 8.788 4.690 -3.605 0.060 -0.450 0.601 -0.7097
O 8.761 5.856 -2.741 0.286 -0.815 -0.638 -0.3922
C 7.654 6.731 -2.803 0.005 0.490 -1.033 -0.6392
C 6.356 6.140 -2.336 -0.793 0.683 -0.569 -0.4507
O 5.631 5.555 -3.440 0.814 -0.219 1.273 -0.3396
C 4.575 4.787 -2.900 -0.138 -0.732 -0.151 -0.7340
H 8.250 3.827 -3.212 -0.460 0.219 0.565 0.2606
H 9.810 4.314 -3.649 0.219 0.539 0.093 0.2833
H 8.427 4.734 -4.632 -0.128 1.086 -0.042 0.3146
H 7.564 7.139 -3.810 -0.381 -0.441 -0.556 0.3266
H 7.894 7.668 -2.300 0.288 -0.418 0.869 0.3556
H 5.619 6.851 -1.962 0.456 0.783 0.283 0.4968
H 6.563 5.522 -1.462 -0.006 -0.883 -0.306 0.3564
H 4.316 5.008 -1.864 -0.089 0.723 0.004 0.3555
H 4.898 3.750 -2.815 -0.208 -0.314 -0.447 0.2740
H 3.695 4.911 -3.531 0.060 -0.261 0.055 0.2417

4.
74
Properties=species:S:1:pos:R:3:forces:R:3:mulliken_charge:R:1 method="wB97M-V/def2-TZVPD" lumo_energy_ev=-3.35 e_above_lowest_kj_mol=0.00 total_charge=+1
Ir 0.570 -0.964 0.788 -0.205 0.547 -0.136 1.5480
C -3.404 4.477 2.954 -0.002 -0.028 -0.001 -1.7040
C -2.370 3.608 2.293 -0.033 -0.025 0.052 -0.0953
C -1.720 3.969 1.151 0.067 0.004 -0.016 -0.9822
C -0.738 3.156 0.509 -0.061 0.010 -0.011 0.2605
C -0.077 3.830 -0.538 0.061 0.007 0.049 -0.3799
N 0.868 3.552 -1.403 -0.037 -0.001 -0.051 -0.0122
C 1.527 2.315 -1.817 0.059 -0.022 0.036 0.9582
C 1.665 2.305 -3.335 0.016 0.028 0.035 -0.6380
C 2.581 1.173 -3.784 0.045 -0.014 -0.050 -1.0722
N 2.102 -0.097 -3.264 -0.240 0.073 0.036 0.0360
C 1.373 -0.946 -3.926 0.201 0.052 -0.043 -0.1495
C 0.714 -2.040 -3.334 -0.260 0.005 0.006 0.3417
C 0.023 -2.943 -4.170 0.065 0.055 -0.017 -0.6683
C -0.680 -4.010 -3.674 -0.038 -0.052 0.068 0.1362
C -1.390 -4.994 -4.562 0.030 -0.012 0.023 -1.6629
C -0.656 -4.182 -2.282 -0.020 -0.018 -0.077 -0.6533
C -0.027 -3.311 -1.413 -0.158 0.160 0.035 0.3303
C 0.087 -3.699 -0.023 0.149 -0.035 -0.023 -0.3712
N 0.550 -2.993 0.938 -0.169 0.102 0.059 0.2789
C 0.792 -3.718 2.201 0.027 0.002 0.056 -0.9921
C 1.086 -2.790 3.352 0.035 0.080 -0.010 -0.7782
C -0.026 -1.807 3.649 -0.001 -0.046 0.025 -0.8563
N -0.121 -0.710 2.658 -0.053 -0.086 -0.047 0.5767
C -0.811 0.298 3.019 0.044 0.081 0.062 -0.4801
C -1.090 1.513 2.278 -0.046 -0.096 -0.061 0.5243
C -1.995 2.376 2.855 -0.061 0.055 -0.034 -0.3368
C -0.454 1.844 1.031 0.159 -0.063 0.025 0.9371
O 0.346 1.065 0.434 -0.113 -0.001 -0.030 -1.0723
C 0.637 -2.157 -1.917 0.344 -0.186 0.079 1.3303
O 1.244 -1.308 -1.157 -0.114 0.130 -0.059 -1.5074
H -3.451 5.457 2.483 -0.004 0.003 0.001 0.3786
H -3.177 4.621 4.011 0.000 0.012 -0.001 0.3808
H -4.396 4.027 2.891 0.002 0.000 -0.003 0.3238
H -1.948 4.931 0.705 0.032 0.014 0.016 0.2915
H -0.388 4.866 -0.629 0.012 0.002 0.007 0.4733
H 1.183 4.360 -1.923 -0.072 -0.006 -0.052 0.3472
H 0.937 1.480 -1.461 -0.042 -0.015 -0.026 -0.9657
H 2.510 2.261 -1.337 -0.014 0.004 0.038 0.2267
H 2.093 3.247 -3.693 0.012 -0.008 -0.006 0.4347
H 0.679 2.188 -3.792 -0.001 0.015 0.001 0.2879
H 3.593 1.332 -3.410 0.011 -0.016 -0.019 0.3881
H 2.623 1.117 -4.871 0.013 -0.021 0.002 0.4347
H 2.106 -0.265 -2.249 0.025 -0.027 0.018 0.1318
H 1.291 -0.794 -4.999 -0.016 0.012 0.005 0.4415
H 0.065 -2.783 -5.243 0.003 0.007 0.002 0.3834
H -1.531 -4.588 -5.562 -0.011 -0.001 -0.002 0.3838
H -2.368 -5.255 -4.159 -0.012 0.020 -0.013 0.3863
H -0.816 -5.918 -4.656 -0.009 -0.001 -0.002 0.3318
H -1.146 -5.055 -1.861 0.021 -0.014 -0.006 0.4945
H -0.181 -4.733 0.196 0.086 -0.026 -0.011 0.4914
H 1.651 -4.374 2.051 -0.013 -0.008 -0.034 0.4153
H -0.080 -4.345 2.413 -0.005 0.016 0.000 0.4816
H 2.014 -2.252 3.161 0.055 0.023 0.054 0.1240
H 1.247 -3.398 4.243 -0.002 0.004 0.005 0.3760
H 0.141 -1.360 4.630 -0.011 0.016 -0.006 0.6441
H -0.992 -2.320 3.667 -0.002 0.006 -0.025 0.3433
H -1.252 0.267 4.015 0.038 0.017 0.014 0.4468
H -2.448 2.081 3.797 0.008 0.004 0.006 0.4863
C -3.346 0.115 -0.539 0.020 -0.142 0.016 -1.3139
C -1.934 -0.406 -0.743 -0.079 0.069 -0.042 0.7895
O -1.352 -0.194 -1.800 0.164 0.079 0.016 -0.5658
O -1.449 -1.048 0.279 -0.069 -0.216 0.147 -0.7283
H -4.024 -0.416 -1.207 -0.008 0.020 -0.012 0.3821
H -3.370 1.169 -0.817 -0.012 -0.002 -0.011 0.3032
H -3.679 -0.011 0.488 -0.001 -0.007 -0.012 0.3032
C 2.352 2.669 3.688 -0.035 -0.045 -0.002 -0.9832
O 2.348 1.754 2.586 0.020 0.100 0.032 -0.0858
C 2.780 0.505 2.789 -0.300 0.137 -0.237 0.4297
S 3.249 -0.060 4.247 0.027 -0.063 -0.045 -0.2128
S 2.807 -0.383 1.251 0.491 -0.680 0.189 -0.5523
H 2.078 3.630 3.263 -0.024 0.005 -0.001 0.2246
H 3.340 2.711 4.143 -0.001 0.012 0.001 0.4033
H 1.631 2.357 4.444 0.010 -0.004 0.019 0.3969

Calculated total energy for the records above, in order: -52452.8861; -79663.8655; -52775.5070; -70291.9401 eV